Entry 1:
{"formula": "C24H10Br2F5N3O2V", "method": "wB97M-V/def2-TZVPD", "s2": 3.78, "e_lumo_ev": [-1.0, -1.1], "energy_ha": -7826.696649, "spin_multiplicity": 4, "de_lowest_ev": 0.000, "elements": ["V", "Br", "C", "C", "C", "N", "C", "C", "C", "C", "C", "Br", "C", "C", "N", "H", "H", "H", "H", "H", "H", "F", "C", "C", "C", "F", "C", "F", "C", "F", "C", "F", "O", "C", "N", "C", "O", "C", "C", "C", "C", "C", "C", "H", "H", "H", "H"], "coordinates": [[0.268, -0.244, 0.167], [-0.747, -2.037, 6.425], [-0.315, -1.536, 4.664], [0.380, -0.346, 4.459], [0.690, -0.003, 3.168], [0.356, -0.805, 2.129], [-0.399, -1.945, 2.321], [-0.701, -2.371, 3.622], [-0.837, -2.653, 1.073], [-1.534, -3.872, 1.023], [-1.984, -4.303, -0.221], [-2.901, -5.944, -0.329], [-1.768, -3.570, -1.395], [-1.059, -2.407, -1.293], [-0.568, -1.987, -0.098], [0.665, 0.274, 5.293], [1.235, 0.889, 2.901], [-1.210, -3.306, 3.823], [-1.731, -4.496, 1.892], [-2.157, -3.937, -2.338], [-0.835, -1.781, -2.150], [1.720, -2.338, -2.049], [2.520, -1.378, -1.505], [2.031, -0.503, -0.509], [2.931, 0.460, 0.004], [2.474, 1.420, 0.911], [4.226, 0.580, -0.459], [5.036, 1.527, 0.064], [4.663, -0.269, -1.472], [5.954, -0.184, -1.874], [3.816, -1.249, -1.995], [4.250, -2.050, -2.998], [1.406, 2.285, -2.343], [0.287, 2.204, -1.842], [-0.260, 1.106, -1.093], [-1.444, 1.430, -0.485], [-1.924, 0.724, 0.491], [-1.878, 2.724, -1.007], [-3.048, 3.461, -0.837], [-3.174, 4.647, -1.558], [-2.165, 5.106, -2.382], [-0.962, 4.402, -2.531], [-0.847, 3.192, -1.860], [-3.831, 3.125, -0.182], [-4.094, 5.207, -1.491], [-2.354, 5.980, -2.978], [-0.181, 4.771, -3.153]], "forces_ev_per_angstrom": [[-1.692, 0.341, 1.941], [-0.015, -0.049, 0.141], [-0.158, -0.569, -0.136], [-0.070, 0.000, -0.096], [-0.159, -1.063, -0.394], [-1.071, -0.666, -0.013], [0.624, 0.044, -0.120], [0.250, 0.581, -0.204], [-0.037, 0.168, -0.233], [0.005, 0.187, -0.436], [0.237, 0.048, 0.456], [-0.057, -0.050, -0.014], [-0.235, -0.349, 0.147], [0.358, -0.165, 0.707], [-0.652, -0.621, 0.652], [-0.001, 0.089, 0.036], [0.084, 0.105, 0.088], [-0.057, 0.195, -0.061], [0.079, 0.332, -0.088], [0.101, 0.166, 0.094], [0.011, -0.056, 0.126], [0.378, 0.472, 0.258], [0.299, 1.144, 0.790], [3.335, -0.326, -0.827], [-0.471, -0.663, -0.981], [0.147, -1.021, -0.655], [-0.055, 0.498, 0.387], [-0.126, -0.526, -0.433], [0.582, -0.174, 0.151], [-0.828, -0.075, 0.029], [-0.051, -0.211, -0.374], [-0.064, 0.435, 0.612], [-2.302, -0.267, 1.068], [0.291, -0.636, -0.322], [0.088, 1.126, -0.905], [-0.112, -1.103, 2.000], [1.632, 1.566, -2.969], [-0.385, 1.388, -0.913], [0.762, -0.272, -0.145], [-0.122, -0.215, 0.172], [0.307, -0.395, -0.270], [-0.790, -0.591, 0.708], [-0.448, 0.728, 0.277], [-0.148, -0.152, 0.112], [-0.092, 0.096, 0.050], [0.134, 0.364, -0.019], [0.494, 0.143, -0.392]], "lowdin_spin": [2.314, 0.013, 0.057, 0.009, 0.046, 0.043, 0.074, 0.001, 0.086, -0.004, 0.066, 0.016, 0.006, 0.056, 0.036, 0.000, 0.003, -0.001, -0.002, 0.000, 0.004, 0.008, 0.034, 0.002, 0.036, 0.012, -0.005, -0.004, 0.035, 0.010, -0.007, -0.005, 0.005, 0.007, 0.004, 0.020, 0.015, 0.002, 0.003, 0.001, 0.003, 0.001, 0.002, 0.000, 0.000, 0.000, 0.000]}

Entry 2:
{"formula": "C24H12AgCl5F3Sb", "method": "wB97M-V/def2-TZVPD", "e_lumo_ev": -0.7, "energy_ha": -3909.486671, "spin_multiplicity": 1, "elements": ["Ag", "Cl", "C", "C", "C", "Cl", "C", "Cl", "C", "Cl", "C", "Cl", "F", "C", "C", "C", "C", "C", "C", "Sb", "C", "C", "C", "C", "F", "C", "C", "C", "C", "C", "C", "F", "C", "C", "H", "H", "H", "H", "H", "H", "H", "H", "H", "H", "H", "H"], "coordinates": [[1.395, 1.688, -2.742], [-1.104, 1.543, -4.310], [-0.587, -0.082, -3.973], [0.714, -0.245, -3.500], [1.088, -1.557, -3.236], [2.709, -1.870, -2.720], [0.212, -2.635, -3.367], [0.692, -4.221, -2.901], [-1.076, -2.418, -3.853], [-2.157, -3.738, -4.052], [-1.480, -1.127, -4.178], [-3.056, -0.844, -4.806], [-1.670, 2.963, 5.730], [-1.249, 2.685, 4.484], [-2.022, 1.866, 3.685], [-1.577, 1.576, 2.403], [-0.376, 2.097, 1.936], [0.373, 2.930, 2.763], [-0.056, 3.228, 4.047], [0.395, 1.595, -0.014], [2.055, 0.460, 0.734], [2.054, -0.131, 1.994], [3.190, -0.755, 2.484], [4.330, -0.768, 1.704], [5.440, -1.353, 2.184], [4.370, -0.189, 0.451], [3.224, 0.429, -0.020], [-1.083, 0.118, -0.462], [-2.216, 0.567, -1.137], [-3.265, -0.296, -1.414], [-3.154, -1.613, -1.010], [-4.171, -2.454, -1.262], [-2.030, -2.097, -0.369], [-0.993, -1.218, -0.091], [-2.950, 1.463, 4.068], [-2.172, 0.931, 1.768], [1.311, 3.345, 2.410], [0.518, 3.866, 4.705], [1.162, -0.102, 2.608], [3.208, -1.219, 3.462], [5.279, -0.222, -0.135], [3.252, 0.895, -0.999], [-2.290, 1.603, -1.447], [-4.152, 0.036, -1.935], [-1.982, -3.142, -0.092], [-0.102, -1.584, 0.407]], "forces_ev_per_angstrom": [[-0.013, -0.351, 0.151], [-0.301, 0.313, -0.141], [0.371, -0.291, 0.028], [-0.378, 0.113, 0.052], [-0.140, 0.223, -0.084], [0.250, 0.028, 0.192], [0.022, 0.082, -0.017], [0.011, -0.050, -0.035], [0.090, -0.023, 0.020], [-0.063, -0.018, 0.027], [0.065, 0.068, -0.033], [-0.052, -0.015, -0.030], [-0.015, 0.016, 0.042], [0.017, -0.051, -0.139], [-0.032, 0.018, 0.092], [0.016, -0.023, -0.079], [0.116, 0.087, -0.355], [0.006, -0.012, -0.057], [0.037, 0.040, 0.067], [0.096, -0.369, 0.185], [-0.206, 0.196, -0.079], [-0.075, -0.043, -0.034], [0.033, -0.055, 0.101], [-0.080, 0.056, -0.089], [0.028, -0.042, 0.020], [0.062, -0.034, 0.003], [-0.044, 0.000, 0.000], [0.179, 0.252, 0.020], [-0.009, -0.021, 0.134], [-0.100, -0.008, 0.043], [0.070, 0.069, -0.047], [-0.005, -0.017, -0.007], [-0.051, -0.068, 0.022], [0.133, -0.005, -0.025], [0.003, 0.008, 0.000], [-0.015, -0.015, 0.032], [0.006, 0.019, 0.053], [-0.010, -0.003, -0.002], [0.003, 0.000, 0.025], [-0.006, 0.002, -0.007], [0.006, -0.007, 0.029], [0.035, -0.019, -0.043], [-0.042, -0.015, -0.040], [-0.001, -0.018, 0.005], [0.016, 0.004, -0.015], [-0.033, -0.024, 0.015]], "nbo_charge": [0.702, -0.004, -0.092, -0.456, -0.100, 0.015, -0.095, 0.050, -0.078, 0.059, -0.106, 0.050, -0.319, 0.409, -0.280, -0.213, -0.342, -0.209, -0.281, 1.049, -0.377, -0.203, -0.283, 0.416, -0.318, -0.284, -0.191, -0.378, -0.214, -0.308, 0.473, -0.328, -0.305, -0.206, 0.235, 0.231, 0.217, 0.235, 0.226, 0.234, 0.236, 0.204, 0.221, 0.240, 0.238, 0.228]}

Entry 3:
{"formula": "C24H13BrF4N5O4Sn", "method": "wB97M-V/def2-TZVPD", "e_lumo_ev": -5.8, "energy_ha": -4684.640020, "total_charge": 1, "spin_multiplicity": 1, "de_lowest_ev": 0.694, "elements": ["Sn", "O", "C", "O", "C", "N", "C", "C", "C", "H", "H", "H", "H", "H", "H", "H", "H", "H", "F", "C", "C", "F", "C", "C", "C", "F", "C", "C", "C", "N", "C", "N", "F", "C", "C", "N", "C", "N", "Br", "C", "C", "C", "C", "C", "C", "C", "O", "O", "H", "H", "H", "H"], "coordinates": [[-0.026, 2.342, -2.615], [0.987, 1.981, -4.733], [1.826, 1.329, -4.094], [2.086, 1.584, -2.869], [2.426, 0.076, -4.704], [2.647, -0.893, -3.584], [3.942, -1.583, -3.845], [4.779, -0.453, -4.423], [3.802, 0.234, -5.381], [1.674, -0.336, -5.375], [1.781, -1.477, -3.435], [2.725, -0.306, -2.740], [3.762, -2.374, -4.572], [4.316, -2.018, -2.922], [5.676, -0.812, -4.921], [5.083, 0.225, -3.624], [3.785, -0.288, -6.337], [4.044, 1.275, -5.577], [-0.374, 3.434, 4.919], [-0.802, 2.227, 4.583], [-1.528, 1.511, 5.464], [-1.788, 2.026, 6.650], [-2.063, 0.194, 5.155], [-1.649, -0.334, 3.865], [-0.934, 0.390, 2.988], [-0.582, -0.163, 1.832], [-0.498, 1.745, 3.254], [0.146, 2.518, 2.324], [0.324, 2.106, 0.969], [0.428, 1.849, -0.147], [0.640, 3.840, 2.556], [1.094, 4.889, 2.656], [-1.995, -1.568, 3.548], [-2.904, -0.480, 5.989], [-3.338, 0.019, 7.259], [-3.749, 0.381, 8.267], [-3.474, -1.756, 5.675], [-3.982, -2.764, 5.470], [-3.641, 0.975, 1.542], [-2.920, -0.452, 0.522], [-3.249, -1.760, 0.840], [-2.683, -2.792, 0.105], [-1.786, -2.518, -0.915], [-1.470, -1.199, -1.225], [-2.055, -0.160, -0.514], [-0.442, -0.918, -2.273], [0.281, -1.819, -2.688], [-0.328, 0.301, -2.707], [-3.933, -1.969, 1.650], [-2.935, -3.815, 0.344], [-1.315, -3.315, -1.471], [-1.812, 0.869, -0.737]], "forces_ev_per_angstrom": [[0.130, 0.068, 0.014], [-0.158, 0.062, -0.044], [0.040, -0.158, -0.005], [-0.045, 0.023, 0.037], [-0.009, 0.082, -0.101], [-0.146, -0.028, 0.074], [0.031, -0.048, -0.001], [0.028, -0.022, 0.010], [-0.002, -0.021, -0.063], [0.040, 0.030, 0.002], [0.190, 0.124, 0.198], [-0.028, -0.115, -0.038], [0.009, 0.005, 0.014], [0.002, -0.002, -0.009], [0.004, -0.012, -0.006], [0.023, 0.004, -0.002], [0.007, 0.043, -0.013], [0.015, 0.014, 0.028], [-0.041, -0.073, 0.047], [-0.154, -0.077, 0.199], [0.096, 0.198, -0.074], [0.024, -0.005, -0.099], [-0.105, -0.123, 0.045], [0.296, 0.139, -0.011], [0.188, -0.215, 0.321], [0.272, 0.097, 0.275], [0.068, -0.008, -0.111], [-0.175, -0.178, 0.179], [-0.115, -0.195, -0.262], [0.226, 0.173, 0.212], [0.036, -0.107, 0.054], [0.038, 0.189, -0.018], [0.013, 0.045, 0.017], [0.234, 0.117, -0.124], [-0.001, 0.097, -0.095], [-0.029, -0.001, 0.152], [0.029, 0.065, -0.058], [-0.058, -0.144, -0.025], [-0.323, 0.133, -0.215], [-0.231, -0.172, -0.205], [-0.067, 0.132, -0.051], [0.056, -0.009, -0.045], [0.018, 0.009, 0.078], [0.018, 0.034, 0.001], [-0.117, 0.021, -0.147], [0.047, 0.214, 0.064], [0.023, -0.239, -0.083], [-0.283, -0.027, -0.095], [-0.024, -0.019, 0.003], [-0.017, -0.032, 0.005], [0.007, -0.023, -0.025], [-0.082, -0.064, -0.004]], "nbo_charge": [1.528, -0.683, 0.790, -0.792, -0.158, -0.539, -0.219, -0.420, -0.408, 0.257, 0.492, 0.449, 0.220, 0.236, 0.251, 0.221, 0.234, 0.248, -0.263, 0.312, 0.427, -0.263, -0.085, 0.368, 0.381, -0.295, -0.011, -0.264, 0.423, -0.427, 0.250, -0.204, -0.267, -0.128, 0.224, -0.167, 0.234, -0.184, 0.055, -0.079, -0.215, -0.194, -0.165, -0.107, -0.227, 0.824, -0.674, -0.917, 0.242, 0.235, 0.242, 0.215]}

Entry 4:
{"formula": "C24H14Cl5OPPd", "method": "wB97M-V/def2-TZVPD", "e_lumo_ev": 0.0, "energy_ha": -3768.413182, "spin_multiplicity": 1, "de_lowest_ev": 0.000, "elements": ["Pd", "Cl", "C", "C", "Cl", "C", "Cl", "C", "O", "C", "Cl", "C", "Cl", "C", "C", "C", "C", "C", "C", "P", "C", "C", "C", "C", "C", "C", "C", "C", "C", "C", "C", "C", "H", "H", "H", "H", "H", "H", "H", "H", "H", "H", "H", "H", "H", "H"], "coordinates": [[-0.232, -0.233, 0.133], [4.674, 4.710, -1.317], [3.234, 3.862, -0.896], [3.212, 2.476, -0.889], [4.621, 1.573, -1.298], [2.042, 1.811, -0.550], [2.019, 0.056, -0.536], [0.843, 2.459, -0.205], [-0.248, 1.850, 0.110], [0.909, 3.876, -0.219], [-0.529, 4.721, 0.211], [2.066, 4.555, -0.554], [2.079, 6.276, -0.553], [-1.921, 0.255, 5.388], [-2.021, -1.086, 5.054], [-2.172, -1.466, 3.727], [-2.218, -0.502, 2.728], [-2.109, 0.851, 3.069], [-1.969, 1.225, 4.395], [-2.212, -0.856, 0.958], [-3.868, -0.608, 0.297], [-4.094, -0.904, -1.046], [-5.363, -0.760, -1.580], [-6.405, -0.310, -0.779], [-6.180, -0.006, 0.554], [-4.910, -0.151, 1.098], [-1.629, -2.526, 0.700], [-2.113, -3.824, 0.796], [-1.226, -4.848, 0.504], [0.084, -4.555, 0.118], [0.535, -3.249, -0.019], [-0.341, -2.204, 0.267], [-1.794, 0.546, 6.422], [-1.978, -1.844, 5.824], [-2.243, -2.516, 3.470], [-2.099, 1.608, 2.292], [-1.877, 2.272, 4.651], [-3.276, -1.249, -1.668], [-5.538, -0.993, -2.621], [-7.396, -0.194, -1.199], [-6.992, 0.347, 1.176], [-4.733, 0.084, 2.139], [-3.137, -4.028, 1.087], [-1.545, -5.880, 0.570], [0.761, -5.374, -0.094], [1.548, -3.066, -0.356]], "forces_ev_per_angstrom": [[-0.117, 0.197, -0.020], [-0.016, -0.008, 0.006], [0.023, 0.009, -0.009], [0.022, -0.021, -0.008], [-0.014, 0.014, 0.004], [-0.006, -0.062, -0.005], [0.284, 0.101, -0.116], [-0.035, 0.070, 0.035], [0.004, -0.069, -0.035], [-0.020, 0.029, 0.007], [0.016, -0.010, -0.006], [-0.015, 0.018, 0.005], [0.003, -0.008, -0.001], [0.004, 0.022, 0.022], [-0.050, -0.050, -0.016], [-0.096, -0.157, -0.140], [-0.022, 0.553, 0.037], [-0.003, -0.056, 0.050], [-0.036, 0.022, -0.015], [0.197, -0.504, 0.336], [-0.021, 0.124, 0.003], [-0.002, 0.000, -0.010], [0.009, 0.002, 0.007], [-0.004, -0.001, -0.003], [-0.003, 0.012, 0.011], [-0.003, -0.028, -0.044], [-0.163, -0.016, -0.124], [0.091, 0.029, 0.089], [0.005, 0.002, -0.006], [-0.012, -0.027, -0.003], [-0.006, 0.013, -0.069], [-0.096, -0.183, 0.021], [-0.002, -0.002, 0.001], [0.000, 0.003, 0.004], [0.047, 0.001, -0.008], [0.034, -0.012, -0.015], [-0.001, -0.001, 0.002], [0.003, 0.005, -0.001], [0.000, 0.001, -0.002], [0.000, 0.000, -0.001], [0.001, 0.001, 0.000], [-0.009, 0.001, 0.006], [0.007, -0.015, 0.005], [-0.001, -0.002, 0.004], [0.000, 0.001, -0.006], [0.001, 0.002, 0.008]], "nbo_charge": [0.501, 0.045, -0.141, -0.056, 0.050, -0.182, 0.090, 0.411, -0.772, -0.162, 0.042, -0.042, 0.054, -0.190, -0.226, -0.134, -0.398, -0.183, -0.207, 1.112, -0.290, -0.205, -0.203, -0.189, -0.205, -0.213, -0.341, -0.227, -0.226, -0.187, -0.243, -0.176, 0.218, 0.219, 0.214, 0.238, 0.223, 0.227, 0.221, 0.219, 0.220, 0.229, 0.221, 0.217, 0.216, 0.213]}